Record 1
This record from the Open Molecules 2025 dataset describes a 2-piece molecular cluster, C4H12NS2 overall. The level of theory is wB97M-V/def2-TZVPD.

Last column: Mulliken charge in e.
Atoms and positions in Å:
C -2.864 -1.357 0.353  -1.25
C 1.622 1.652 1.072  -0.85
C -1.784 -0.378 -0.064  -0.29
C 0.750 -0.766 -1.119  0.07
N 1.745 1.442 -0.361  -0.42
S 2.255 -1.453 -1.492  -0.02
S -0.143 -1.141 0.252  0.05
H -3.838 -0.886 0.246  0.36
H -2.845 -2.250 -0.268  0.34
H -2.743 -1.651 1.393  0.37
H 0.570 1.623 1.349  0.27
H 2.148 0.858 1.598  0.32
H 2.031 2.612 1.397  0.35
H -1.832 0.535 0.530  0.30
H -1.842 -0.135 -1.122  0.39
H 0.310 -0.185 -1.915  0.28
H 1.307 2.201 -0.872  0.23
H 2.719 1.395 -0.639  0.28
H 2.435 -2.116 -0.339  0.20

The total charge is +1. The value obtained for the LUMO energy is -4.971 eV. The value obtained for the max |F| is 0.89 eV/Å. The electronic energy is -27495.6514 eV.

=====

Record 2
This record from the Open Molecules 2025 dataset describes a 2-piece molecular cluster, C4H12NS2 overall in a non-equilibrium geometry. The level of theory is wB97M-V/def2-TZVPD.

Last column: Mulliken charge in e.
Atoms and positions in Å:
C -0.607 -1.240 -2.493  0.05
C -1.697 -2.029 -2.712  -0.67
N 0.454 -1.664 -1.565  -0.15
H -0.535 -0.218 -2.855  0.35
H -2.455 -1.699 -3.390  0.28
H -1.763 -3.014 -2.197  0.21
H 0.328 -1.373 -0.582  -0.06
H 0.600 -2.689 -1.545  0.40
H 1.370 -1.225 -1.761  0.45
C 1.887 -0.134 1.782  -0.63
S 0.119 -0.298 1.326  -0.17
S -0.145 1.396 0.199  0.03
C -0.442 2.695 1.440  -0.80
H 2.540 -0.628 1.027  0.26
H 1.977 0.958 1.981  0.25
H 2.065 -0.590 2.790  0.31
H 0.122 2.491 2.375  0.27
H -0.303 3.721 1.035  0.34
H -1.544 2.595 1.576  0.29

The total charge is +1. The value obtained for the LUMO energy is -3.272 eV. The value obtained for the max |F| is 3.20 eV/Å. The electronic energy is -27495.6764 eV.

=====

Record 3
This record from the Open Molecules 2025 dataset describes a 2-piece molecular cluster, C4H12O overall in a non-equilibrium geometry. The level of theory is wB97M-V/def2-TZVPD.

Last column: Mulliken charge in e.
Atoms and positions in Å:
C -0.082 -0.875 -1.589  -0.90
C 1.273 -0.442 -2.177  -0.12
O 1.432 0.968 -2.266  -0.54
H -0.664 -1.477 -2.267  0.33
H -0.692 -0.024 -1.308  0.25
H 0.047 -1.448 -0.677  0.19
H 2.084 -0.818 -1.568  0.26
H 1.383 -0.879 -3.177  0.23
H 0.551 1.369 -2.280  0.30
C -0.453 -0.066 2.651  -0.82
C -0.900 1.007 1.671  -0.65
H 0.157 -0.844 2.155  0.23
H 0.207 0.294 3.448  0.29
H -1.263 -0.613 3.142  0.27
H -1.018 1.967 2.165  0.34
H -1.854 0.717 1.231  0.25
H -0.207 1.163 0.847  0.11

The total charge is 0. The value obtained for the LUMO energy is 1.007 eV. The value obtained for the max |F| is 1.32 eV/Å. Its SMILES is CCO.CC. The electronic energy is -6389.4822 eV.

=====

Record 4
This record from the Open Molecules 2025 dataset describes a 2-piece molecular cluster, C4H12O overall in a non-equilibrium geometry. The level of theory is wB97M-V/def2-TZVPD.

Last column: Mulliken charge in e.
Atoms and positions in Å:
C -1.563 1.126 -0.308  -0.69
C -2.418 0.336 0.583  -0.39
O -1.971 -1.007 0.652  -0.53
H -1.566 0.752 -1.364  0.27
H -0.522 1.128 -0.106  0.08
H -2.000 2.100 -0.190  0.34
H -2.580 0.762 1.518  0.39
H -3.225 0.133 -0.029  0.24
H -1.312 -1.229 1.331  0.28
C 2.229 0.136 -0.581  -0.86
C 1.950 -1.257 0.123  -0.65
H 2.782 0.709 0.186  0.25
H 2.990 0.069 -1.414  0.32
H 1.443 0.716 -1.104  0.23
H 1.285 -1.868 -0.607  0.22
H 1.559 -0.906 1.096  0.17
H 2.919 -1.700 0.216  0.34

The total charge is 0. The value obtained for the LUMO energy is 0.966 eV. The value obtained for the max |F| is 3.45 eV/Å. Its SMILES is CCO.CC. The electronic energy is -6388.5057 eV.

=====

Record 5
This record from the Open Molecules 2025 dataset describes a 2-piece molecular cluster, C4H12O overall in a non-equilibrium geometry. The level of theory is wB97M-V/def2-TZVPD.

Last column: Mulliken charge in e.
Atoms and positions in Å:
C 0.276 2.506 -1.134  -1.01
C -0.195 1.126 -0.705  0.00
O -1.200 0.729 -1.587  -0.55
H -0.387 3.001 -1.796  0.30
H 1.320 2.666 -1.493  0.24
H 0.186 3.127 -0.255  0.31
H 0.601 0.429 -1.035  0.19
H -0.588 1.207 0.308  0.23
H -1.811 1.450 -1.789  0.28
C 0.416 -2.338 0.924  -0.66
C 0.644 -2.058 2.424  -0.84
H 1.429 -2.154 0.413  0.19
H 0.049 -3.251 0.548  0.39
H -0.269 -1.653 0.463  0.11
H 0.454 -2.985 2.955  0.25
H 0.014 -1.298 2.754  0.31
H 1.756 -1.795 2.560  0.24

The total charge is 0. The value obtained for the LUMO energy is 1.003 eV. The value obtained for the max |F| is 3.21 eV/Å. Its SMILES is CCO.CC. The electronic energy is -6388.6444 eV.

=====

Record 6
This record from the Open Molecules 2025 dataset describes C4H12O2 as an isolated structure in a non-equilibrium geometry. The level of theory is wB97M-V/def2-TZVPD.

Last column: Mulliken charge in e.
Atoms and positions in Å:
C -1.797 1.337 0.003  -1.15
C -0.611 0.530 0.661  0.07
C -0.418 -0.849 1.054  0.25
C 0.950 -1.394 1.321  -1.24
H -2.610 0.706 -0.045  0.32
H -1.920 2.141 0.784  0.30
H -1.333 1.596 -0.869  0.38
H 0.230 1.176 0.954  0.26
H -1.254 -1.545 1.197  0.36
H 1.718 -1.238 0.522  0.34
H 1.516 -0.722 1.966  0.37
H 0.850 -2.416 1.567  0.35
H 2.118 1.512 -2.130  0.26
H 1.059 0.435 -1.628  0.40
O 1.637 1.207 -1.390  -0.69
H -0.292 -0.347 -0.148  0.23
H -0.256 -1.233 -2.239  0.14
O 0.415 -0.894 -1.580  -0.95

The total charge is 0. The value obtained for the LUMO energy is -0.158 eV. The value obtained for the max |F| is 5.89 eV/Å. The electronic energy is -8433.0473 eV.

=====

Record 7
This record from the Open Molecules 2025 dataset describes a 3-piece molecular cluster, C4H12O2 overall in a non-equilibrium geometry. The level of theory is wB97M-V/def2-TZVPD.

Last column: Mulliken charge in e.
Atoms and positions in Å:
C 1.447 0.855 -0.352  -1.03
C 0.201 -0.005 -0.483  0.03
C -0.261 -0.662 0.574  0.13
C -1.567 -1.412 0.626  -1.15
H 1.951 1.014 -1.303  0.38
H 1.178 1.793 0.130  0.11
H 2.163 0.318 0.271  0.29
H -0.311 -0.031 -1.441  0.13
H 0.219 -0.578 1.545  0.20
H -1.367 -2.430 0.973  0.31
H -2.087 -1.487 -0.319  0.28
H -2.226 -0.936 1.353  0.30
O -1.453 -0.838 -3.183  -0.66
H -2.038 -0.166 -2.815  0.36
H -1.189 -1.326 -2.396  0.33
O 1.591 1.871 2.788  -0.64
H 1.860 0.980 2.995  0.32
H 2.126 2.320 2.127  0.33

The total charge is 0. The value obtained for the LUMO energy is 0.854 eV. The value obtained for the max |F| is 1.32 eV/Å. Its SMILES is C/C=C/C.O.O. The electronic energy is -8436.6490 eV.

=====

Record 8
This record from the Open Molecules 2025 dataset describes a 2-piece molecular cluster, C4H12O2 overall in a non-equilibrium geometry. The level of theory is wB97M-V/def2-TZVPD.

Last column: Mulliken charge in e.
Atoms and positions in Å:
C 1.244 0.053 -1.312  -1.39
C 0.108 1.119 -1.263  -0.19
C -1.237 0.462 -0.918  0.29
C -2.427 1.386 -1.077  -1.13
O -1.617 -0.753 -1.464  -0.28
H 2.103 0.510 -1.792  0.35
H 1.434 -0.461 -0.355  0.39
H 0.975 -0.767 -1.983  0.45
H -0.133 1.404 -2.280  0.32
H 0.442 1.973 -0.676  0.39
H -0.952 0.295 0.158  0.25
H -3.217 0.811 -0.573  0.35
H -2.640 1.554 -2.151  0.37
H -2.094 2.329 -0.632  0.38
H -0.842 -1.324 -1.266  0.42
H 2.377 -1.697 4.769  0.30
H 3.836 -1.270 4.883  0.32
O 3.220 -1.961 5.149  -0.62

The total charge is +1. Its spin multiplicity is 2. The value obtained for the LUMO energy (alpha / beta) is -3.537 / -9.684 eV. The value obtained for the max |F| is 3.89 eV/Å. The electronic energy is -8426.9679 eV. As for the expectation value of S²: 0.75.